Entry 1:
ORCA calculation (wB97M-V/def2-TZVPD) on a 11-piece molecular cluster, C15H52N6O11 overall at a distorted geometry.

Calculated values
M in g/mol: 492.61
Electronic energy in a.u.: -1758.68945
Net charge: 0
Lowest unoccupied orbital energy in Eh: -0.0061
Energy above the lowest of the compared OMol25 structures with the same formula, charge and spin in kcal per mole: 196.2
Highest occupied orbital energy in eV: -8.56
Kohn-Sham gap in hartree: 0.3084

```
84
Properties=species:S:1:pos:R:3:forces:R:3:mulliken_charge:R:1
N -2.944 -2.102 4.785 -1.75 -1.12 3.86 -0.4423
C -2.000 -1.971 3.894 -1.78 8.42 -5.01 0.3339
N -1.202 -2.921 3.717 4.38 -6.23 1.71 -0.2025
O -1.906 -0.889 3.003 -0.54 -4.48 4.14 -0.5715
H -3.575 -1.397 5.185 0.92 -0.09 -1.00 0.2848
H -2.783 -2.895 5.451 -0.55 1.11 -0.98 0.1790
H -0.672 -2.931 2.866 0.48 -0.13 -0.21 0.0266
H -0.955 -3.710 4.467 -1.05 2.51 -2.46 0.2734
N -0.799 3.611 -3.360 -2.54 0.48 -4.95 -0.4094
C -0.772 3.670 -2.073 -6.63 1.42 6.10 0.2535
N 0.419 3.586 -1.620 3.39 -0.41 4.06 -0.2554
O -1.895 3.790 -1.168 5.48 -0.47 -5.25 -0.6932
H -1.717 3.859 -3.742 0.65 -0.58 -0.30 0.2375
H -0.026 3.488 -4.067 -1.24 0.40 1.62 0.2429
H 0.506 3.553 -0.560 -0.01 -0.17 -1.85 0.3610
H 1.010 3.047 -2.222 0.93 0.00 0.36 0.2409
N -1.470 -0.439 -5.494 -1.69 -1.82 -5.58 -0.3388
C -1.377 0.756 -4.951 -2.20 4.35 -2.42 0.4164
N -1.023 0.750 -3.710 1.01 4.26 4.27 0.0713
O -1.740 1.868 -5.530 1.29 -3.53 1.12 -0.7591
H -1.793 -0.483 -6.536 0.95 0.31 2.90 0.2789
H -1.035 -1.271 -5.177 0.42 -0.32 0.62 0.2168
H -1.033 1.735 -3.253 -0.11 -2.50 -1.20 0.1929
H -0.816 0.014 -3.091 -0.01 -1.19 0.20 0.0688
C 0.898 0.632 3.630 -0.03 0.61 -1.07 -0.2796
C 0.125 1.731 4.286 -0.53 0.65 -1.33 -0.4563
O -1.101 1.898 3.649 -2.02 -0.53 -0.89 -0.5177
H 1.888 0.646 4.033 0.92 -0.37 0.02 0.4489
H 0.883 0.809 2.522 0.32 -0.15 0.94 -0.1259
H 0.411 -0.312 3.779 -0.13 -0.57 0.23 0.1489
H 0.567 2.721 4.103 0.57 -0.31 0.61 0.2094
H -0.076 1.572 5.318 0.42 -0.14 1.26 0.3582
H -1.559 1.033 3.475 0.66 0.80 0.24 0.3222
C 1.463 -1.293 -3.199 0.33 0.19 -0.25 -1.2455
C 2.813 -1.123 -2.566 0.51 2.69 0.13 0.2916
O 4.016 -1.461 -3.315 -1.22 -0.11 -0.06 -0.6230
H 0.603 -1.467 -2.570 0.25 -0.17 0.79 -0.0564
H 1.573 -2.108 -3.800 -0.09 -2.93 -1.68 0.6120
H 1.140 -0.571 -3.904 0.26 1.37 -0.46 0.5563
H 2.821 -1.662 -1.665 0.07 -0.75 1.39 0.1126
H 2.868 -0.041 -2.336 0.28 -0.43 0.38 -0.0724
H 4.746 -1.242 -2.720 -0.22 -0.07 -0.24 0.3464
C -1.988 -2.624 0.128 1.86 -1.04 -1.13 -0.1453
C -2.698 -2.705 -1.172 -1.54 -0.72 0.00 -0.8747
O -2.126 -1.760 -1.978 2.24 1.21 -0.69 -0.2631
H -0.985 -2.993 -0.144 -0.17 -0.21 0.48 0.0126
H -2.387 -3.271 0.860 -0.45 -0.61 0.98 0.4734
H -1.769 -1.643 0.491 -0.69 0.74 0.22 -0.1787
H -3.753 -2.529 -1.121 -0.95 0.48 0.57 0.4063
H -2.700 -3.675 -1.685 0.66 -0.40 0.47 0.3894
H -2.717 -1.481 -2.642 -1.08 0.52 -1.20 0.2076
C 1.484 -2.191 1.091 2.22 -0.54 1.85 0.7117
C 1.641 -3.687 1.023 1.33 0.60 -0.74 -0.7223
O 0.429 -4.165 1.536 0.06 -1.66 0.32 -0.4503
H 1.027 -1.969 2.067 0.09 0.31 -0.39 -0.1217
H 0.804 -1.991 0.298 -0.04 1.19 -0.56 -0.7053
H 2.534 -1.769 1.133 -1.46 0.25 -0.78 0.2788
H 2.552 -4.143 1.455 -0.53 0.44 0.85 0.5127
H 1.856 -3.905 -0.027 -0.80 -0.49 -0.39 0.2372
H 0.623 -5.068 1.812 -0.56 -0.12 -0.02 0.2643
C 4.245 1.871 -0.350 0.61 -0.21 -0.54 -0.2531
O 4.511 1.523 0.988 -0.31 -0.47 0.74 -0.5565
H 3.191 1.922 -0.560 -0.44 -0.54 -0.26 -0.1313
H 4.816 1.229 -1.069 -0.69 0.23 0.48 0.2064
H 4.595 2.874 -0.515 0.47 0.58 0.05 0.3873
H 3.792 0.976 1.357 0.40 0.37 -0.57 0.3386
C -3.690 0.450 0.036 -1.31 1.81 2.35 -0.2820
O -3.341 0.809 1.409 -0.80 0.16 -1.32 -0.5090
H -4.411 1.176 -0.369 -0.09 -0.05 0.66 0.3578
H -4.155 -0.504 -0.002 -0.07 -1.08 -0.23 0.2056
H -2.880 0.620 -0.577 2.06 -0.41 -1.45 0.0361
H -2.818 0.106 1.811 -0.05 -0.30 -0.01 0.3834
C 1.895 3.577 1.666 1.38 0.55 1.63 -0.4646
O 0.579 3.333 1.177 0.70 0.49 0.50 -0.7782
H 2.013 4.435 2.384 -0.78 -0.39 -0.80 0.2905
H 2.592 3.824 0.846 -0.50 -0.48 0.18 0.2711
H 2.300 2.741 2.301 -0.45 0.31 -1.04 0.1629
H -0.076 3.655 1.805 -0.32 -0.24 -0.01 0.2768
C -0.123 0.524 -0.328 -0.95 -0.96 -0.26 1.9148
O 1.141 1.002 -0.007 1.09 0.36 -0.32 0.6443
H -0.714 1.279 -0.895 0.09 -0.55 0.48 -0.8955
H -0.566 0.280 0.639 -0.94 -0.02 -0.22 -0.0819
H -0.057 -0.424 -0.892 0.03 0.57 0.10 -1.2141
H 0.877 1.775 0.509 0.54 0.30 0.27 -0.3777
```
Forces are in eV/Å.

Entry 2:
ORCA calculation (wB97M-V/def2-TZVPD) on C4H6N2O as an isolated structure at a distorted geometry.

Calculated values
M in g/mol: 98.11
Electronic energy in a.u.: -340.67053
Net charge: 0
Lowest unoccupied orbital energy in Eh: 0.0272
Energy above the lowest of the compared OMol25 structures with the same formula, charge and spin in kcal per mole: 78.0
Highest occupied orbital energy in eV: -8.48
Kohn-Sham gap in hartree: 0.3388

```
13
Properties=species:S:1:pos:R:3:forces:R:3:mulliken_charge:R:1
C 1.657 -0.633 0.027 2.24 0.75 1.92 -1.2399
C 0.342 -0.114 -0.114 -5.68 -4.51 0.50 0.2226
C -1.979 -0.246 0.090 -1.95 -2.18 0.02 -0.1316
C -0.385 0.961 -0.027 3.15 6.18 -0.37 0.6220
H 1.818 -0.998 1.104 0.11 0.22 -1.72 0.2377
H 2.416 0.113 -0.224 -0.26 0.60 0.75 0.3143
H 1.954 -1.293 -0.733 -0.21 -1.92 -0.69 0.3912
H -0.876 -1.974 -0.073 -0.04 -0.65 0.12 0.1890
H -2.985 -0.754 0.323 1.62 1.02 -0.83 0.3051
H 0.145 2.878 -0.597 1.82 -3.60 4.06 0.3721
N -0.859 -0.990 0.073 1.42 -0.92 -0.36 -0.0885
N -1.756 1.019 -0.083 1.34 0.16 1.29 -0.6113
O 0.507 2.030 0.235 -3.54 4.86 -4.70 -0.5826
```
Forces are in eV/Å.

Entry 3:
ORCA calculation (wB97M-V/def2-TZVPD) on a 4-piece molecular cluster, C31H59ClNO6 overall at a distorted geometry.

Calculated values
M in g/mol: 577.27
Electronic energy in a.u.: -2182.62718
Net charge: +1
Lowest unoccupied orbital energy in Eh: -0.1128
Highest occupied orbital energy in eV: -11.02
Kohn-Sham gap in hartree: 0.2923

```
98
Properties=species:S:1:pos:R:3:forces:R:3:mulliken_charge:R:1
C 6.233 -3.475 2.466 0.08 0.13 -0.29 -0.9523
C 6.113 -2.784 1.325 -0.11 -0.22 0.68 -0.5532
C 4.776 -2.228 0.904 0.08 0.86 0.66 -0.1845
C 4.540 -2.374 -0.595 0.55 -0.13 0.48 -1.0728
O 4.897 -3.700 -1.003 -0.63 0.52 -0.83 -0.3119
C 3.866 -4.661 -1.109 0.01 -0.76 0.43 0.4547
C 3.516 -5.303 0.250 -0.05 -0.31 -0.49 -1.6160
C 2.624 -4.163 -1.882 0.21 -0.76 0.96 -1.4068
N 2.807 -2.745 -2.283 -1.27 0.31 -0.36 0.1836
C 3.673 -2.514 -3.476 1.44 -0.27 -0.66 -0.3802
C 4.163 -3.780 -4.185 -1.73 -2.39 -1.83 0.2410
O 3.425 -4.454 -4.899 1.80 1.93 1.95 -0.4571
Cl 5.844 -4.260 -3.967 -0.61 0.50 -0.06 -0.0993
C 3.156 -1.884 -1.091 0.89 0.97 0.61 2.3299
C 3.305 -0.400 -1.454 -0.46 0.34 0.02 -1.2920
C 2.032 0.397 -1.732 -0.04 0.33 -0.84 -1.1984
C 1.169 -0.034 -2.940 -0.81 -0.54 0.66 -0.4997
C -0.196 -0.651 -2.515 -0.14 0.10 -0.45 -0.2312
C -1.431 0.118 -3.029 -0.33 -0.04 0.77 -0.6764
C -2.479 0.420 -1.927 -0.15 -0.11 -0.18 -0.4776
C -3.773 -0.365 -2.122 0.05 -0.10 0.28 -1.0107
C -3.708 -1.792 -1.561 -0.24 -0.59 -0.24 0.0018
C -4.195 -2.837 -2.572 -0.05 0.33 0.35 -1.3867
C 2.038 -1.979 -0.042 0.16 -1.39 -0.04 -2.7236
O 2.143 -0.970 0.904 -0.37 0.18 -0.27 -0.2706
C 1.463 -1.345 2.109 0.50 -0.13 0.62 -0.1327
C 1.275 -0.137 2.997 -0.29 0.17 -0.30 -1.3201
H 5.639 -3.236 3.340 -0.93 -0.72 -0.28 0.2932
H 6.920 -4.303 2.571 0.99 0.69 0.36 0.3159
H 7.006 -2.593 0.743 -0.23 -0.76 -0.81 0.4198
H 4.017 -2.774 1.452 -0.15 -0.11 0.09 0.0035
H 4.654 -1.188 1.214 0.00 0.19 -0.24 0.5525
H 5.272 -1.722 -1.072 0.21 -0.15 -0.25 0.6032
H 4.277 -5.475 -1.696 0.44 0.15 -0.23 0.7385
H 2.511 -5.075 0.594 0.02 0.23 0.28 0.3536
H 4.282 -5.052 0.974 -0.03 0.21 0.22 0.2576
H 3.557 -6.383 0.140 -0.08 -0.17 0.01 0.4584
H 2.356 -4.788 -2.722 0.31 0.17 -0.45 0.6269
H 1.777 -4.275 -1.214 -0.29 0.69 0.02 0.7267
H 1.872 -2.423 -2.549 0.01 0.04 -0.12 0.0015
H 4.556 -1.937 -3.239 0.00 0.04 0.54 0.5177
H 3.155 -1.940 -4.232 -0.44 -0.03 0.00 0.6563
H 4.009 -0.208 -2.262 0.12 -0.32 -0.15 0.5186
H 3.769 0.048 -0.579 0.09 -0.02 0.17 0.6583
H 1.384 0.487 -0.869 0.06 -0.23 0.31 0.4262
H 2.354 1.418 -1.923 0.21 0.11 0.02 0.6347
H 0.925 0.827 -3.549 0.23 0.14 -0.21 0.6442
H 1.641 -0.763 -3.599 0.40 0.29 -0.16 -0.0459
H -0.277 -1.683 -2.871 0.03 -0.16 0.00 0.1843
H -0.285 -0.705 -1.434 0.19 0.07 0.17 -0.0311
H -1.140 1.067 -3.470 0.21 0.02 -0.17 0.3864
H -1.950 -0.456 -3.791 0.15 -0.03 -0.33 0.3868
H -2.684 1.486 -1.892 -0.10 0.05 -0.07 0.0686
H -2.105 0.146 -0.940 0.25 0.11 0.12 0.4083
H -4.012 -0.435 -3.183 -0.04 0.19 -0.15 0.5134
H -4.596 0.165 -1.651 -0.11 0.12 0.01 0.3501
H -4.331 -1.897 -0.677 -0.01 0.21 0.23 0.4050
H -2.700 -2.065 -1.244 0.19 0.13 0.01 0.0002
H -3.463 -2.958 -3.365 -0.05 -0.07 -0.26 0.3131
H -5.141 -2.498 -2.989 -0.05 -0.05 -0.24 0.3466
H -4.386 -3.798 -2.105 0.13 -0.18 0.04 0.3932
H 1.057 -2.016 -0.531 -0.13 0.27 -0.06 0.6719
H 2.144 -2.946 0.460 -0.08 -0.09 0.08 0.7010
H 0.523 -1.850 1.893 -0.16 0.09 -0.19 0.4345
H 2.100 -2.067 2.630 0.05 -0.20 -0.09 0.1119
H 1.977 0.640 2.708 0.18 0.06 0.05 0.3286
H 1.434 -0.391 4.038 0.03 -0.04 0.16 0.4021
H 0.268 0.257 2.912 -0.10 0.13 0.02 0.3003
C -3.766 0.719 5.556 0.07 -0.27 -0.08 -1.1567
C -2.501 1.045 4.803 0.00 0.02 0.02 0.7695
O -1.845 0.177 4.268 0.03 -0.02 -0.06 -0.5245
C -2.097 2.495 4.751 0.28 -0.28 -0.21 -0.7628
H -3.944 -0.353 5.519 0.01 0.00 -0.01 0.3243
H -3.670 1.027 6.598 -0.09 0.14 -0.03 0.3301
H -4.613 1.236 5.104 0.00 0.12 0.12 0.3194
H -1.935 2.875 5.759 -0.20 0.13 -0.01 0.3424
H -2.876 3.083 4.269 -0.07 0.10 0.22 0.1264
H -1.174 2.594 4.182 0.00 -0.03 0.00 0.2225
C -4.471 4.296 -4.087 0.02 -0.26 0.04 -1.1092
C -4.442 4.212 -2.581 -0.03 0.03 -0.01 0.8524
O -4.397 3.148 -2.008 0.02 -0.01 0.01 -0.5255
C -4.472 5.516 -1.822 0.01 -0.17 0.20 -1.0984
H -4.446 3.293 -4.506 -0.01 -0.01 0.01 0.2649
H -5.384 4.795 -4.417 0.08 0.13 -0.03 0.3616
H -3.605 4.854 -4.448 -0.09 0.14 -0.03 0.3200
H -5.385 6.065 -2.058 0.08 0.10 -0.10 0.3441
H -3.606 6.124 -2.089 -0.09 0.10 -0.10 0.3416
H -4.447 5.313 -0.754 0.00 -0.02 0.00 0.2473
C -3.340 6.324 3.365 -0.01 -0.25 0.06 -1.0204
C -3.273 6.347 4.874 0.00 0.06 0.05 0.8445
O -3.305 5.329 5.525 -0.03 -0.01 -0.04 -0.5096
C -3.165 7.701 5.531 0.01 -0.16 0.19 -1.1563
H -3.416 5.295 3.020 0.00 0.00 0.00 0.2059
H -4.215 6.877 3.021 0.09 0.12 -0.04 0.3396
H -2.439 6.773 2.945 -0.08 0.13 -0.03 0.3416
H -4.033 8.311 5.275 0.08 0.08 -0.10 0.3363
H -2.257 8.207 5.199 -0.08 0.10 -0.10 0.3324
H -3.126 7.577 6.610 0.00 -0.01 0.00 0.3027
```
Forces are in eV/Å.